i:
C5H13NO2 | the ωB97M-V functional and the def2-TZVPD basis

Calculated values
Gap between HOMO and LUMO (alpha / beta) (eV): 9.9 / 4.4
2S+1: 2
Charge: +1
LUMO level (alpha / beta) (eV): -3.6 / -9.0
E_HOMO (alpha / beta) (Ha): -0.49438 / -0.49223

Geometry as XYZ:
```
21
Properties=species:S:1:pos:R:3:lowdin_charge:R:1
H 0.071 -0.696 2.670 0.101
H -3.754 -0.822 -1.503 0.061
N -0.880 1.438 1.265 0.363
H 1.666 -0.595 0.640 0.152
H 0.262 0.641 -1.792 0.124
H -1.650 -1.185 1.977 0.112
O 3.191 -0.401 -2.328 0.095
H 0.848 -0.899 -1.550 0.141
O -2.819 -1.077 -1.556 -0.042
H -1.074 -0.024 -0.107 0.101
C -0.567 -0.985 1.840 -0.025
H -1.001 1.508 2.272 0.153
C 1.104 0.148 -1.307 -0.122
H -2.385 -0.530 -0.889 -0.019
H 1.448 1.031 0.833 0.124
C 1.025 0.223 0.220 -0.147
C 2.534 0.453 -1.785 -0.221
H -0.129 -1.918 1.404 0.123
H 2.895 1.444 -1.917 0.116
H -0.343 2.196 0.857 0.145
C -0.440 0.050 0.756 -0.334
```


ii:
C5H13NO2 | the ωB97M-V functional and the def2-TZVPD basis

Calculated values
Gap between HOMO and LUMO (alpha / beta) (eV): 9.9 / 4.6
2S+1: 2
Charge: +1
LUMO level (alpha / beta) (eV): -3.4 / -8.7
E_HOMO (alpha / beta) (Ha): -0.48735 / -0.48730

Geometry as XYZ:
```
21
Properties=species:S:1:pos:R:3:lowdin_charge:R:1
C -2.082 -1.615 -0.836 -0.260
H -2.751 -2.363 -0.379 0.131
N 1.911 1.147 -1.006 0.273
H -0.886 1.046 -0.628 0.132
H 1.563 -0.630 -0.011 0.169
C 1.323 1.074 1.350 -0.140
H -0.123 -0.072 -1.597 0.145
H -2.742 0.197 -1.262 0.059
H -1.496 -2.187 -1.567 0.120
H 0.327 1.521 1.503 0.158
H -0.370 -1.744 0.569 0.133
H -1.615 -0.691 1.031 0.130
H 2.916 1.004 -0.934 0.153
C -1.065 -1.003 0.128 -0.174
H 2.061 0.414 2.968 0.131
C -0.308 0.117 -0.515 -0.182
O 1.374 0.113 2.356 0.048
C 1.120 0.377 -0.078 -0.290
H 2.087 1.851 1.390 0.139
O -2.917 -0.698 -1.497 -0.031
H 1.674 2.141 -0.987 0.154
```


Which of them is the most stable, and which is the least stable? ii and i, in that order.


i:
C3H6N2O2 | the ωB97M-V functional and the def2-TZVPD basis

Calculated values
Gap between HOMO and LUMO (eV): 9.3
LUMO level (eV): 0.9
E_HOMO (Ha): -0.30997

Geometry as XYZ:
```
13
Properties=species:S:1:pos:R:3:lowdin_charge:R:1
N 0.091 1.185 0.262 0.092
H -0.076 -2.109 -0.236 0.125
C -0.780 -0.005 -0.028 -0.592
H -2.603 0.506 -1.042 0.158
O -1.589 -0.100 1.132 -0.011
H 2.149 1.258 0.616 0.115
C 0.210 -1.055 -0.141 -0.033
H -1.133 0.549 1.751 0.124
O -1.653 0.099 -1.182 -0.020
H -0.004 1.936 -0.303 0.065
C 1.448 -0.619 -0.026 -0.155
N 1.553 0.728 0.014 0.017
H 2.406 -1.090 -0.027 0.116
```


ii:
C3H6N2O2 | the ωB97M-V functional and the def2-TZVPD basis

Calculated values
Gap between HOMO and LUMO (eV): 7.3
LUMO level (eV): -1.7
E_HOMO (Ha): -0.33221

Geometry as XYZ:
```
13
Properties=species:S:1:pos:R:3:lowdin_charge:R:1
H -2.646 0.424 0.684 0.045
C 1.659 -1.015 0.314 0.041
H 1.002 -1.980 1.870 0.262
O 2.790 -0.914 -0.586 -0.132
N -0.356 0.470 -0.033 0.043
H -2.469 0.266 -1.168 0.113
H 2.649 0.950 -0.072 0.013
C 0.844 0.258 0.069 -0.518
N 1.770 1.246 0.210 0.076
O -1.071 -0.636 -0.202 -0.185
H -3.249 -0.930 -0.257 0.105
C -2.404 -0.182 -0.103 -0.099
H 1.481 2.044 -0.725 0.235
```


Which of them is the most stable, and which is the least stable? i and ii, in that order.


i:
C3H6N2O2 | the ωB97M-V functional and the def2-TZVPD basis

Calculated values
Gap between HOMO and LUMO (alpha / beta) (eV): 7.0 / 7.0
LUMO level (alpha / beta) (eV): -1.1 / -1.1
E_HOMO (alpha / beta) (Ha): -0.29877 / -0.29892

Geometry as XYZ:
```
13
Properties=species:S:1:pos:R:3:lowdin_charge:R:1
C 1.743 1.242 0.105 -0.003
H 1.555 1.807 -0.793 0.049
H -2.103 -0.169 1.072 0.097
H -1.207 1.148 -1.785 0.124
C -0.797 -0.270 -0.578 -0.664
N -1.416 -0.770 0.635 0.108
H -1.542 -1.772 0.706 0.101
N 1.147 -0.939 1.019 0.157
H 1.054 -1.919 0.765 0.096
H 2.398 1.643 0.864 0.066
O -0.540 -1.070 -1.470 0.073
C 1.093 0.117 0.315 -0.282
O -1.385 0.951 -0.855 0.078
```


ii:
C3H6N2O2 | the ωB97M-V functional and the def2-TZVPD basis

Calculated values
Gap between HOMO and LUMO (eV): 10.6
LUMO level (eV): 0.9
E_HOMO (Ha): -0.35839

Geometry as XYZ:
```
13
Properties=species:S:1:pos:R:3:lowdin_charge:R:1
H 1.946 0.607 -1.866 0.060
C 1.645 0.573 -0.007 -0.298
H 2.465 1.246 0.258 0.139
O 1.013 0.179 1.100 -0.039
O -2.107 0.403 1.393 0.057
N 1.320 0.201 -1.176 0.102
C -1.366 -0.056 0.545 -0.516
H -0.204 -1.204 1.918 0.132
N -1.627 -0.039 -0.789 0.161
H -0.848 -0.152 -1.424 0.068
H -2.416 0.519 -1.086 0.112
H 0.236 -1.518 0.200 0.120
C -0.058 -0.761 0.933 -0.096
```


Which of them is the most stable, and which is the least stable? ii and i, in that order.


i:
C3H6N2O2 | the ωB97M-V functional and the def2-TZVPD basis

Calculated values
Gap between HOMO and LUMO (eV): 7.5
LUMO level (eV): 0.6
E_HOMO (Ha): -0.25244

Geometry as XYZ:
```
13
Properties=species:S:1:pos:R:3:lowdin_charge:R:1
C 0.526 -0.071 -1.368 -0.091
H 1.965 -1.714 0.379 0.156
H 1.518 1.168 1.496 0.069
H 1.044 -1.029 1.559 0.038
N 0.994 -1.231 0.611 0.089
H 0.325 0.909 -1.816 0.052
O -2.322 0.850 0.030 0.220
O -3.537 -1.049 0.294 0.217
C -2.889 -0.118 0.153 -0.458
N 0.875 0.022 -0.081 -0.401
H 0.585 2.061 0.076 0.048
H -0.115 -0.998 -1.823 0.105
C 1.030 1.201 0.491 -0.044
```


ii:
C3H6N2O2 | the ωB97M-V functional and the def2-TZVPD basis

Calculated values
Gap between HOMO and LUMO (eV): 10.3
LUMO level (eV): 0.8
E_HOMO (Ha): -0.34956

Geometry as XYZ:
```
13
Properties=species:S:1:pos:R:3:lowdin_charge:R:1
H 1.232 -1.102 1.414 0.132
O -0.771 -1.396 -0.360 0.028
O 0.100 0.647 1.634 0.005
H 0.430 -0.910 -2.184 0.091
C 0.059 -0.263 -0.303 -0.474
C 1.005 -0.171 0.897 -0.095
C -0.732 0.874 0.573 -0.335
H 1.730 -0.146 -1.484 0.081
H -2.339 1.765 -0.062 0.056
H 1.907 0.403 0.654 0.126
N -1.726 1.627 0.731 0.169
H -1.613 -1.175 0.058 0.106
N 0.717 -0.154 -1.567 0.111
```


iii:
C3H6N2O2 | the ωB97M-V functional and the def2-TZVPD basis

Calculated values
Gap between HOMO and LUMO (eV): 10.6
LUMO level (eV): 0.7
E_HOMO (Ha): -0.36464

Geometry as XYZ:
```
13
Properties=species:S:1:pos:R:3:lowdin_charge:R:1
H 2.371 1.126 -0.244 0.047
H -0.084 -1.548 0.587 0.102
O -2.453 -0.018 -3.029 -0.081
O -1.438 -0.424 -0.477 -0.158
C 0.417 0.518 0.392 -0.156
H 2.007 -0.558 -0.473 0.037
N -1.322 -0.762 -2.708 -0.055
C 1.650 0.353 -0.132 0.041
C -0.543 -0.584 0.677 -0.158
N -0.902 -0.991 -1.608 -0.022
H -2.826 0.690 -2.311 0.165
H 0.062 1.480 0.645 0.085
H -1.346 -0.507 1.500 0.153
```


iv:
C3H6N2O2 | the ωB97M-V functional and the def2-TZVPD basis

Calculated values
Gap between HOMO and LUMO (alpha / beta) (eV): 7.4 / 7.2
LUMO level (alpha / beta) (eV): 0.3 / 0.2
E_HOMO (alpha / beta) (Ha): -0.25787 / -0.25900

Geometry as XYZ:
```
13
Properties=species:S:1:pos:R:3:lowdin_charge:R:1
C 0.679 -0.016 0.656 -0.158
H -1.502 -1.323 1.623 0.094
C -0.615 -0.094 0.175 -0.277
H -2.404 -1.020 0.085 0.101
H 1.082 1.588 -0.849 0.075
H 2.600 -0.680 0.508 0.106
N -1.638 -0.853 0.737 0.094
H 1.712 -0.575 -0.994 0.116
H 0.844 -0.051 1.733 0.120
O 0.133 1.787 -0.943 -0.015
N 1.831 -0.283 -0.025 0.052
C -0.866 0.726 -1.006 -0.418
O -1.856 0.795 -1.698 0.110
```


Which of them is the most stable, and which is the least stable? ii and iii, in that order.